{"formula": "C7H11NO2", "method": "ωB97M-V/def2-TZVPD", "elements": ["C", "C", "C", "C", "C", "N", "C", "O", "C", "O", "H", "H", "H", "H", "H", "H", "H", "H", "H", "H", "H"], "xyz": [[1.593065, 0.895447, 1.295601], [1.166468, 0.767473, -0.193895], [0.218960, -0.418042, -0.342226], [-0.108063, -0.632084, -1.843015], [0.902195, -1.622972, 0.077560], [1.594207, -2.510429, 0.237663], [-1.055497, -0.277014, 0.620173], [-1.770114, -1.517987, 0.845044], [-2.110449, 0.732529, 0.136344], [-3.313823, 0.567169, 0.224882], [2.198054, 0.081060, 1.488806], [2.347225, 1.689496, 1.345583], [0.875897, 1.247955, 2.073635], [0.728367, 1.710569, -0.609119], [2.112709, 0.724350, -0.906071], [-0.516195, 0.222216, -2.277160], [0.894345, -0.709998, -2.377594], [-0.736979, -1.403616, -2.041969], [-0.756851, 0.108898, 1.687580], [-2.707760, -1.308379, 0.733531], [-1.555752, 1.653369, -0.175359]], "forces_ev_per_angstrom": [[0.3, 3.3, -1.2], [1.1, 1.4, -0.3], [-1.6, 0.0, -0.3], [3.5, 1.4, 0.7], [0.1, 0.5, -0.3], [0.7, -1.3, 0.5], [-1.6, -0.6, 1.2], [1.4, 0.6, -0.5], [0.7, 0.1, 0.6], [1.8, 0.3, -0.4], [0.6, -2.1, 1.2], [-0.1, 0.2, -0.2], [0.2, -1.0, -0.8], [-0.2, -0.7, 0.6], [-1.8, -0.6, 1.6], [-1.0, 1.8, -0.5], [-1.3, -0.5, 0.6], [-1.6, -2.6, -0.4], [-0.2, -0.5, -2.1], [-0.1, 0.1, 0.0], [-1.1, 0.1, -0.2]], "homo_energy_ev": -10.7, "e_tot_ha": -478.49490, "orbital_gap_ev": 10.994, "smiles": "CC[C@@](C)(C#N)[C@H](O)C=O"}

---

{"formula": "C7H11NO2S", "method": "ωB97M-V/def2-TZVPD", "elements": ["C", "C", "C", "C", "C", "C", "C", "N", "O", "O", "S", "H", "H", "H", "H", "H", "H", "H", "H", "H", "H", "H"], "xyz": [[1.509807, -0.962818, -0.285102], [0.724593, 1.470983, 0.000071], [0.380753, 0.051271, 0.020818], [2.122636, 1.834620, -0.409673], [-1.509180, -0.047932, 1.526457], [-1.152274, -1.952346, -0.050942], [-1.013799, -0.444184, 0.124870], [1.341178, -0.854626, -1.580199], [2.316996, -1.463038, 0.430216], [-0.080313, 2.301940, 0.389323], [-2.127237, 0.352778, -1.150882], [2.228498, 2.916052, -0.388843], [2.354498, 1.455659, -1.403296], [2.827043, 1.385514, 0.290553], [-0.922770, -0.565193, 2.283383], [-2.551399, -0.345819, 1.619161], [-1.428947, 1.023738, 1.686284], [-2.194739, -2.232763, 0.079260], [-0.842881, -2.272347, -1.043720], [-0.551240, -2.476564, 0.688493], [0.487158, -0.769427, -2.102670], [-1.918388, 1.594505, -0.723570]], "forces_ev_per_angstrom": [[-1.3, 0.7, -2.0], [0.4, -0.7, 0.9], [-0.6, 1.2, 1.1], [0.0, 0.3, -0.1], [-0.5, -0.1, -0.1], [-0.1, 0.1, -0.3], [-0.4, 0.2, 1.1], [2.2, -1.5, -2.2], [0.2, -0.2, 1.1], [-0.4, 0.5, -0.3], [0.6, -0.6, 0.0], [0.0, 0.0, 0.0], [0.0, 0.0, 0.0], [0.1, 0.0, 0.0], [0.1, -0.1, 0.1], [-0.1, 0.0, 0.1], [0.0, -0.1, 0.0], [-0.1, 0.0, 0.1], [0.0, -0.1, 0.0], [0.1, 0.0, 0.1], [-0.5, 0.0, 0.2], [0.1, 0.3, 0.1]], "homo_energy_ev": [-8.5, -9.7], "s2": 2.017, "multiplicity": 3, "e_tot_ha": -876.60426, "orbital_gap_ev": [9.127, 6.481]}

---

{"formula": "C7H11NO2S2", "method": "ωB97M-V/def2-TZVPD", "elements": ["C", "O", "C", "C", "O", "N", "C", "C", "S", "C", "S", "C", "H", "H", "H", "H", "H", "H", "H", "H", "H", "H", "H"], "xyz": [[-2.007790, 1.175240, -1.332783], [-1.481776, 1.794240, -0.175113], [-0.935713, 1.066697, 0.799327], [-1.432642, -0.349695, 1.137480], [-2.553356, -0.668342, 1.461200], [-0.254437, -0.960232, 0.925322], [0.037277, -2.306455, 0.607240], [0.865818, -2.169094, -0.683851], [0.693084, -0.533146, -1.325188], [0.568167, 0.050692, 0.414082], [2.080633, 0.557524, 1.204097], [2.362132, 1.948951, 0.121290], [-3.010132, 1.767629, -1.631831], [-2.388170, 0.199187, -0.928807], [-1.221648, 1.087992, -2.120082], [-0.809300, 1.674727, 1.607733], [-0.780570, -2.930951, 0.271932], [0.378853, -2.734158, 1.460796], [1.891098, -2.454907, -0.309786], [0.691281, -2.929354, -1.455665], [3.275862, 2.304792, 0.526941], [1.761733, 2.888618, 0.330454], [2.269599, 1.520054, -0.904783]], "forces_ev_per_angstrom": [[-2.5, -0.2, 0.3], [-0.4, 1.6, -0.5], [2.0, -3.1, -2.6], [-1.3, 1.8, 0.0], [0.7, -0.8, -0.2], [-1.0, -1.0, 1.9], [-1.8, 0.3, -3.1], [2.8, -2.3, 1.1], [0.6, 0.6, -0.1], [-2.4, 2.4, -0.7], [-0.5, -0.5, 0.5], [-1.3, 0.7, 0.3], [2.6, -1.1, 0.4], [0.3, 0.4, -1.3], [-1.1, 0.1, 0.5], [0.8, 1.5, 2.3], [-1.2, 0.5, 0.5], [2.2, -1.8, 2.0], [-0.3, 0.9, -0.9], [-0.5, 0.3, 0.2], [1.7, 0.0, -0.8], [-0.3, -1.5, -0.5], [0.7, 1.1, 0.6]], "homo_energy_ev": -8.5, "e_tot_ha": -1274.82292, "orbital_gap_ev": 8.993, "smiles": "CO[C@H]1C(=O)N2CCS[C@@]12SC"}

---

{"formula": "C7H11NO3", "method": "ωB97M-V/def2-TZVPD", "elements": ["C", "C", "C", "C", "C", "C", "C", "N", "O", "O", "O", "H", "H", "H", "H", "H", "H", "H", "H", "H", "H", "H"], "xyz": [[0.585222, -0.525624, 0.345624], [-0.598986, -0.713728, 0.491489], [-2.767876, 1.288762, -0.047036], [2.638285, -0.813359, -0.793500], [2.347264, 0.923505, 0.998423], [2.026249, -0.480741, 0.541479], [-1.960303, -0.874242, 0.169556], [-2.029374, 1.783280, -1.009336], [-3.734930, 1.535968, 0.600179], [-2.309531, -1.172171, -1.118273], [-2.723958, -1.355267, 1.192707], [3.750606, -0.959773, -0.753970], [2.647332, 0.061881, -1.339136], [2.263813, -1.709511, -1.135619], [1.948885, 1.618302, 0.325559], [1.858995, 1.179412, 2.093669], [3.349895, 1.112391, 1.129404], [2.331457, -1.177313, 1.272859], [-1.254592, 1.180864, -1.211910], [-2.302171, 2.705969, -1.500821], [-2.367013, -2.095431, -1.322071], [-3.699272, -1.513173, 1.070728]], "forces_ev_per_angstrom": [[-0.4, -0.7, 1.3], [0.4, -0.2, -1.0], [0.5, -3.7, 1.5], [3.5, 0.2, 2.1], [-2.3, -0.1, 3.8], [-0.5, 1.1, -0.7], [-2.8, 3.7, 0.5], [-1.0, 2.5, -0.8], [0.2, 0.5, -0.6], [-0.2, 0.6, -0.4], [-0.8, -1.1, 0.5], [-0.7, -0.2, 0.6], [-1.0, 1.5, -2.1], [-1.1, -1.5, -1.5], [-0.6, 1.2, -1.0], [1.0, -0.8, -2.8], [2.5, 0.2, 0.1], [0.1, -1.0, 0.9], [0.4, 0.4, -0.7], [1.0, -2.1, 0.9], [0.2, -1.2, 0.1], [1.6, 0.8, -0.6]], "homo_energy_ev": [-6.9, -6.9], "e_tot_ha": -553.63213, "orbital_gap_ev": [7.451, 7.450]}

---

{"formula": "C7H11NO4", "method": "ωB97M-V/def2-TZVPD", "elements": ["C", "C", "C", "C", "C", "C", "C", "N", "O", "O", "O", "O", "H", "H", "H", "H", "H", "H", "H", "H", "H", "H", "H"], "xyz": [[-2.299412, 1.512864, 1.101239], [2.229904, 0.379467, 0.623928], [-0.817905, -1.762929, -0.848121], [0.402739, 0.293301, -1.004267], [1.140317, 0.607307, 1.717076], [-0.043787, -0.924918, -1.888329], [-0.516308, 0.353730, 0.121020], [-1.229466, 1.451295, 0.382655], [1.669317, -0.132769, -0.569363], [-0.929257, -0.982617, 0.351827], [0.854921, -0.309576, 2.735495], [-0.918595, -0.565102, -2.900096], [-2.798518, 2.449469, 1.211583], [-2.232548, 0.876054, 1.935874], [2.648116, 1.332645, 0.470794], [2.835258, -0.404993, 1.127452], [-1.762691, -2.106565, -1.280645], [-0.345787, -2.749308, -0.731372], [0.480678, 1.198947, -1.672691], [1.010709, 1.592394, 2.170266], [0.901836, -1.272317, -2.436172], [0.828123, -1.189279, 2.312425], [-1.107644, 0.352900, -2.930576]], "forces_ev_per_angstrom": [[2.7, 0.2, 0.3], [-2.8, -1.4, 2.2], [1.0, -1.2, -1.0], [0.7, 0.1, -2.0], [-1.9, -0.4, -1.0], [1.1, 1.0, 0.3], [2.2, -1.0, 2.5], [-2.1, 1.1, -1.6], [1.7, -0.8, 0.1], [-0.7, 0.3, 0.1], [0.6, 0.1, -1.9], [-0.8, -0.9, -1.2], [-0.4, 0.5, -0.2], [-1.4, -1.5, 1.0], [1.2, 1.0, -0.3], [0.4, 0.6, -1.0], [-0.4, 1.0, 0.2], [0.5, 0.5, 1.0], [-0.2, -0.5, 1.0], [0.2, -0.1, -0.4], [-1.3, -0.3, 1.4], [-0.1, 0.2, 0.3], [-0.2, 1.3, 0.1]], "homo_energy_ev": [-7.5, -7.6], "e_tot_ha": -628.86276, "orbital_gap_ev": [7.600, 7.534]}

---

{"formula": "C7H11NS", "method": "ωB97M-V/def2-TZVPD", "elements": ["C", "C", "C", "C", "C", "C", "C", "N", "S", "H", "H", "H", "H", "H", "H", "H", "H", "H", "H", "H"], "xyz": [[0.318593, -2.256763, -0.092821], [1.904325, -0.922646, -0.576494], [-0.345254, -1.013226, -0.355655], [0.819700, 0.077366, -0.311073], [-1.590229, -0.880166, 0.665527], [1.470897, 0.458370, 1.043567], [0.850737, 1.112943, -1.477593], [1.622106, -2.103516, -0.063888], [4.508507, 0.955768, -0.706163], [-0.138855, -3.210614, 0.060170], [-0.695078, -0.987241, -1.375409], [-1.161277, -0.814271, 1.656983], [-2.071386, -1.740419, 0.431087], [-2.157879, -0.001516, 0.533959], [1.005279, 1.514002, 1.239566], [2.580218, 0.596408, 1.112408], [1.072492, -0.236525, 1.750203], [1.921685, 1.436444, -1.613400], [0.248251, 1.890175, -1.177228], [0.364552, 0.694159, -2.384114]], "forces_ev_per_angstrom": [[2.4, 0.4, 0.0], [1.2, 1.9, -1.1], [-2.4, 3.1, 1.6], [1.9, -2.5, -2.3], [3.9, 1.5, -0.9], [-1.9, 3.5, 0.3], [1.1, -1.9, 0.6], [-0.3, -2.8, 0.8], [-0.4, -0.4, 0.0], [-0.3, -0.5, 0.2], [-0.4, 0.2, -0.5], [-0.2, -0.5, 0.3], [-2.3, -2.5, 0.2], [-0.8, 0.9, -0.5], [1.0, -1.7, 0.2], [-1.0, -0.5, -0.4], [0.2, -0.3, 0.8], [-1.3, -0.3, -0.2], [-1.2, 2.3, 0.5], [0.8, 0.1, 0.4]], "homo_energy_ev": [-8.0, -8.0], "e_tot_ha": -725.98190, "orbital_gap_ev": [6.170, 6.071]}

---

The following relative energy (zero: lowest compared OMol25 entry of this formula, charge and spin) values (in eV) correspond, in order, to the records above: 2.772, 1.825, 3.767, 5.545, 4.964, 7.636.